Computed, not measured: one molecule with the formula C23H27N3O7S, with ωB97M-V/def2-TZVPD.

Calculated values
HOMO ... -0.3091 Ha
Max |F| ... 1.1 eV/Å
Orbital gap ... 8.77 eV
Electronic energy ... -1981.8005 Eh
Energy above the lowest of the compared OMol25 structures with the same formula, charge and spin ... 1.045 eV
SMILES ... COc1cc(NC(=O)CN2C(=O)COc3ccc(S(=O)(=O)N4CCCCC4)cc32)cc(OC)c1
LUMO ... 0.4 eV

ORCA input file:
```
! wB97M-V def2-TZVPD RIJCOSX def2/J DEFGRID3
* xyz 0 1
C 2.53989 3.99526 1.12651
H 2.73476 5.06336 1.04494
O 3.59408 3.36475 0.43603
C 3.62834 2.00762 0.40140
C 2.66049 1.18804 0.97537
C 2.79747 -0.18883 0.87403
C 3.88275 -0.76052 0.21623
C 4.84692 0.06334 -0.35240
C 4.71334 1.44472 -0.26014
H 5.46047 2.08197 -0.70115
O 5.94676 -0.38049 -1.01684
C 6.15571 -1.76811 -1.12490
H 5.34801 -2.25575 -1.68036
H 6.25609 -2.23804 -0.14144
H 7.08858 -1.88264 -1.67440
H 3.95293 -1.83539 0.16153
N 1.85352 -1.07192 1.41742
C 0.67930 -0.78690 2.01951
O 0.23502 0.31675 2.25151
C -0.10982 -2.06604 2.35408
N -0.63111 -2.67057 1.13873
C 0.12409 -3.59370 0.49736
O 1.24496 -3.89346 0.87046
C -0.48355 -4.19622 -0.75595
H -0.02767 -3.68195 -1.61965
O -1.88941 -4.13812 -0.84475
C -2.44452 -2.96508 -0.42581
C -3.65202 -2.55673 -0.97666
C -4.23128 -1.36628 -0.56891
C -3.59669 -0.60046 0.38765
C -2.41550 -1.00845 0.97623
C -1.82907 -2.20081 0.57616
H -1.98166 -0.37926 1.73534
S -4.25977 0.99927 0.87684
O -3.93339 1.19588 2.25632
O -5.63177 1.05048 0.46532
N -3.44606 2.14219 0.00572
C -2.06472 2.41772 0.32298
C -1.09325 1.69756 -0.61557
C -1.44711 2.00128 -2.06911
C -2.89560 1.59741 -2.33688
C -3.81907 2.34361 -1.37229
H -4.85314 2.01236 -1.46658
H -3.77478 3.41883 -1.58254
H -3.17598 1.83691 -3.36361
H -3.00803 0.52014 -2.19315
H -0.77353 1.46499 -2.74049
H -1.32931 3.07089 -2.25756
H -1.14878 0.62072 -0.44782
H -0.07455 2.01654 -0.39277
H -1.90685 2.12134 1.35962
H -1.91234 3.50096 0.24307
H -5.16644 -1.02304 -0.98018
H -4.11524 -3.18392 -1.72089
H -0.20834 -5.25242 -0.80710
H -0.93799 -1.82350 3.02047
H 0.54734 -2.79916 2.82923
H 2.07322 -2.05693 1.29314
H 1.81377 1.59216 1.49937
H 2.52196 3.70881 2.18198
H 1.56860 3.76881 0.67533
*
```